DFT (ωB97M-V/def2-TZVPD) results for 2 unconnected molecules or ions with the total composition C2H6N2O4 in a non-equilibrium geometry.

Summary:
SMILES   NCC(=O)O.O=NO
Energy relative to the best compared isomer or geometry (same formula, charge and spin)   434.4 kJ/mol
E_tot   -13338.30884 eV
HOMO energy   -9.69 eV
Total charge   0

Each line ends with the Mulliken charge.
Cartesian coordinates (Å):
N  -2.462  0.349  -0.640  -0.566
C  -1.656  -0.122  0.504  -0.260
C  -0.190  -0.120  0.059  0.532
O  0.541  0.782  0.443  -0.723
O  0.229  -1.034  -0.717  -0.465
H  -3.372  0.855  -0.415  0.230
H  -1.929  0.988  -1.267  0.239
H  -1.697  0.470  1.464  0.254
H  -2.091  -1.221  0.608  0.224
H  1.176  -1.043  -0.910  0.483
O  2.704  -0.641  -0.976  -0.427
N  3.524  -0.328  -0.089  0.318
O  3.068  0.352  0.996  -0.294
H  2.154  0.715  0.941  0.455

Forces on atoms 1 to 2 (eV/Å):
-0.8 2.0 -0.7
-1.3 -2.0 -0.3